[1]
# C18H11Br2N2O5SW

A molecular structure, C18H11Br2N2O5SW (ωB97M-V/def2-TZVPD, the Open Molecules 2025 dataset).

LUMO (spin up / spin down) = -4.5 / -4.3 eV
gap between HOMO and LUMO (spin up / spin down) = 6.6 / 6.5 eV
total charge = +1
HOMO level (spin up / spin down) = -11.09 / -10.87 eV
multiplicity = 1

Positions of all 40 atoms, in Å:
W: -0.3248 -0.8535 0.2028
Br: -2.2738 -0.5653 -2.7687
C: -2.9794 -1.6360 -1.3769
C: -4.2196 -2.2098 -1.5140
C: -4.6862 -3.0678 -0.5142
C: -3.8325 -3.3778 0.5322
C: -2.5881 -2.7739 0.6016
N: -2.1482 -1.8141 -0.3137
C: -1.5226 -3.1354 1.5818
O: -1.6043 -3.9431 2.4680
O: -0.4267 -2.4049 1.2823
H: -4.8018 -2.0062 -2.3972
H: -5.6754 -3.4919 -0.5811
H: -4.0994 -4.0876 1.2995
O: 1.4766 -0.2759 0.8803
N: 1.7546 -0.0433 2.1808
C: 3.0434 -0.0185 2.5646
C: 3.3743 0.1534 3.8821
C: 2.3554 0.3111 4.8272
C: 1.0460 0.3222 4.4075
C: 0.7328 0.1398 3.0553
S: -0.8792 0.2069 2.4485
H: 3.7694 -0.1449 1.7747
H: 4.4099 0.1530 4.1778
H: 2.5878 0.4111 5.8761
H: 0.2308 0.4622 5.0974
Br: 2.6099 5.2094 -4.8908
C: 1.9300 3.7897 -3.8524
C: 0.8421 4.0206 -3.0110
C: 0.3527 2.9934 -2.2406
C: 0.9332 1.7147 -2.3118
C: 2.0234 1.4923 -3.1696
C: 2.5180 2.5288 -3.9306
C: 0.3388 0.6493 -1.5510
O: 0.6930 -0.5905 -1.5985
O: -0.6769 0.8625 -0.7551
H: 0.3928 4.9994 -2.9580
H: -0.4896 3.1481 -1.5845
H: 2.4560 0.5055 -3.2327
H: 3.3579 2.3671 -4.5879

The computed Mulliken charges, all in e, follow: number 1, W, carries 1.029; number 2, Br, carries -0.005; number 3, C, carries 0.534; number 4, C, carries -0.574; number 5, C, carries -0.299; number 6, C, carries -0.584; number 7, C, carries 0.312; number 8, N, carries -0.185; number 9, C, carries 0.469; number 10, O, carries -0.546; number 11, O, carries -0.587; number 12, H, carries 0.417; number 13, H, carries 0.457; number 14, H, carries 0.494; number 15, O, carries -0.555; number 16, N, carries 0.324; number 17, C, carries -0.122; number 18, C, carries -0.766; number 19, C, carries -0.114; number 20, C, carries -0.853; number 21, C, carries 0.809; number 22, S, carries -0.375; number 23, H, carries 0.430; number 24, H, carries 0.416; number 25, H, carries 0.421; number 26, H, carries 0.409; number 27, Br, carries -0.127; number 28, C, carries 0.081; number 29, C, carries -0.534; number 30, C, carries -0.429; number 31, C, carries -0.344; number 32, C, carries -0.469; number 33, C, carries -0.532; number 34, C, carries 1.656; number 35, O, carries -0.590; number 36, O, carries -0.504; number 37, H, carries 0.451; number 38, H, carries 0.470; number 39, H, carries 0.471; number 40, H, carries 0.445


[2]
# C36H40ClCsN6OS

A molecular structure, C36H40ClCsN6OS (ωB97M-V/def2-TZVPD, the Open Molecules 2025 dataset).

LUMO = -0.1 eV
gap between HOMO and LUMO = 6.4 eV
energy relative to the best compared isomer or geometry (same formula, charge and spin) = 23.5 kcal/mol
HOMO level = -6.47 eV
multiplicity = 1

Positions of all 86 atoms, in Å:
Cs: 1.7823 0.3605 1.4784
Cl: 7.3712 4.6506 -1.2883
C: 5.8862 4.0424 -0.5952
C: 4.6545 4.4612 -1.1206
C: 3.4894 3.9906 -0.5876
C: 3.4547 3.0604 0.5055
O: 2.3476 2.6089 0.9239
C: 4.7345 2.6672 1.0421
C: 4.9370 1.8274 2.2040
N: 4.0506 1.3013 2.9744
C: 4.4968 0.6820 4.1534
C: 5.5832 1.1350 4.8670
C: 6.0405 0.4809 6.0293
C: 5.3944 -0.6188 6.5064
C: 4.2199 -1.0716 5.8573
C: 3.4695 -2.1645 6.3509
C: 2.3031 -2.5172 5.7435
C: 1.8784 -1.7578 4.6330
N: 2.5619 -0.7704 4.1214
C: 3.7382 -0.4106 4.7055
C: 5.9145 3.1752 0.4581
H: 4.6405 5.1576 -1.9499
H: 2.5319 4.3033 -0.9835
H: 5.9991 1.6502 2.4231
H: 6.0984 2.0245 4.5301
H: 6.9137 0.8655 6.5405
H: 5.7399 -1.1345 7.3935
H: 3.8333 -2.7011 7.2193
H: 1.7043 -3.3443 6.0992
H: 0.9387 -1.9959 4.1426
H: 6.8710 2.8706 0.8680
C: 0.6272 0.2012 -6.3448
C: -0.6082 0.1992 -5.4467
C: -1.3580 1.5236 -5.6446
C: -1.5121 -0.9701 -5.8595
C: -0.2428 0.0482 -3.9733
C: 1.0620 -0.0795 -3.5211
C: 1.2922 -0.2136 -2.1580
N: 0.3341 -0.2381 -1.2458
C: -0.9263 -0.0950 -1.6599
C: -1.2445 0.0446 -3.0035
C: -1.9757 -0.0630 -0.5854
C: -3.3283 -0.0036 -0.8953
C: -4.2905 0.0389 0.1105
C: -3.8223 0.0236 1.4162
C: -2.4520 -0.0379 1.6392
N: -1.5420 -0.0864 0.6795
C: -5.7718 0.0910 -0.2507
C: -6.6626 0.1236 0.9893
C: -6.1278 -1.1531 -1.0759
C: -6.0411 1.3531 -1.0810
H: 0.3166 0.3099 -7.3846
H: 1.1905 -0.7297 -6.2633
H: 1.2972 1.0295 -6.1109
H: -1.6274 1.6454 -6.6952
H: -0.7368 2.3700 -5.3501
H: -2.2768 1.5603 -5.0585
H: -1.7832 -0.8795 -6.9126
H: -2.4344 -0.9893 -5.2773
H: -1.0028 -1.9245 -5.7186
H: 1.9029 -0.0696 -4.1980
H: 2.3105 -0.3059 -1.7897
H: -2.2726 0.1682 -3.3095
H: -3.6459 0.0031 -1.9271
H: -4.4926 0.0617 2.2621
H: -2.0711 -0.0521 2.6556
H: -6.5265 -0.7632 1.6107
H: -7.7085 0.1546 0.6819
H: -6.4717 1.0054 1.6025
H: -5.9406 -2.0649 -0.5057
H: -5.5480 -1.2055 -1.9981
H: -7.1846 -1.1332 -1.3470
H: -5.7944 2.2514 -0.5141
H: -7.0958 1.4007 -1.3571
H: -5.4540 1.3638 -1.9997
C: -2.4784 -3.0837 -0.2357
N: -1.0477 -3.1473 -0.0504
C: -0.4262 -3.4415 1.1031
N: -1.2254 -3.6518 2.1780
S: 1.2399 -3.5363 1.2129
H: -2.6813 -2.8186 -1.2706
H: -2.9379 -2.3204 0.4011
H: -2.9492 -4.0516 -0.0413
H: -0.4314 -2.8958 -0.8043
H: -2.2217 -3.7552 2.0871
H: -0.7800 -4.0396 2.9896

The computed Mulliken charges, all in e, follow: number 1, Cs, carries 1.212; number 2, Cl, carries -0.265; number 3, C, carries 0.095; number 4, C, carries -0.410; number 5, C, carries -0.698; number 6, C, carries 0.351; number 7, O, carries -0.976; number 8, C, carries 0.680; number 9, C, carries -0.362; number 10, N, carries -0.280; number 11, C, carries -0.278; number 12, C, carries -0.249; number 13, C, carries -0.801; number 14, C, carries -0.905; number 15, C, carries 1.067; number 16, C, carries -0.681; number 17, C, carries -0.762; number 18, C, carries -0.081; number 19, N, carries -0.132; number 20, C, carries 0.223; number 21, C, carries -0.766; number 22, H, carries 0.390; number 23, H, carries 0.406; number 24, H, carries 0.426; number 25, H, carries 0.559; number 26, H, carries 0.375; number 27, H, carries 0.355; number 28, H, carries 0.393; number 29, H, carries 0.366; number 30, H, carries 0.371; number 31, H, carries 0.359; number 32, C, carries -2.211; number 33, C, carries 2.132; number 34, C, carries -1.576; number 35, C, carries -1.554; number 36, C, carries -0.053; number 37, C, carries -0.338; number 38, C, carries -1.138; number 39, N, carries 0.207; number 40, C, carries -0.771; number 41, C, carries 0.310; number 42, C, carries -0.435; number 43, C, carries 0.547; number 44, C, carries 0.066; number 45, C, carries -0.297; number 46, C, carries -1.118; number 47, N, carries -0.101; number 48, C, carries 1.908; number 49, C, carries -2.220; number 50, C, carries -1.591; number 51, C, carries -1.604; number 52, H, carries 0.436; number 53, H, carries 0.429; number 54, H, carries 0.437; number 55, H, carries 0.454; number 56, H, carries 0.372; number 57, H, carries 0.303; number 58, H, carries 0.445; number 59, H, carries 0.302; number 60, H, carries 0.370; number 61, H, carries 0.537; number 62, H, carries 0.414; number 63, H, carries 0.382; number 64, H, carries 0.334; number 65, H, carries 0.540; number 66, H, carries 0.426; number 67, H, carries 0.426; number 68, H, carries 0.440; number 69, H, carries 0.410; number 70, H, carries 0.328; number 71, H, carries 0.308; number 72, H, carries 0.465; number 73, H, carries 0.377; number 74, H, carries 0.476; number 75, H, carries 0.281; number 76, C, carries -1.432; number 77, N, carries -0.013; number 78, C, carries 0.292; number 79, N, carries -0.314; number 80, S, carries -0.370; number 81, H, carries 0.359; number 82, H, carries 0.478; number 83, H, carries 0.559; number 84, H, carries 0.203; number 85, H, carries 0.162; number 86, H, carries 0.235


[3]
# C2H2CrO3

A molecular structure, C2H2CrO3 (ωB97M-V/def2-TZVPD, the Open Molecules 2025 dataset).

LUMO (spin up / spin down) = -6.2 / -6.0 eV
gap between HOMO and LUMO (spin up / spin down) = 6.7 / 8.5 eV
total charge = +1
HOMO level (spin up / spin down) = -12.85 / -14.55 eV
multiplicity = 6

Positions of all 8 atoms, in Å:
H: -0.9919 0.3102 1.5352
O: -0.8624 -1.5044 0.3260
O: -0.0250 -1.3633 -0.8488
C: -0.4625 -0.2474 0.7627
C: 0.4324 -0.0480 -0.3963
Cr: 2.4865 -0.0799 -0.0138
O: -0.3097 1.0738 -0.9586
H: -0.2674 1.8590 -0.4062

The computed Mulliken charges, all in e, follow: number 1, H, carries 0.338; number 2, O, carries -0.042; number 3, O, carries -0.128; number 4, C, carries 0.339; number 5, C, carries 0.057; number 6, Cr, carries 0.610; number 7, O, carries -0.496; number 8, H, carries 0.323


[4]
# C5H37NO15

14 unconnected molecules or ions with the total composition C5H37NO15 (ωB97M-V/def2-TZVPD, the Open Molecules 2025 dataset).

LUMO (spin up / spin down) = -2.9 / -8.0 eV
gap between HOMO and LUMO (spin up / spin down) = 10.6 / 5.5 eV
energy relative to the best compared isomer or geometry (same formula, charge and spin) = 33.9 kcal/mol
total charge = +1
HOMO level (spin up / spin down) = -13.54 / -13.53 eV
multiplicity = 2

Positions of all 58 atoms, in Å:
C: 2.2262 -0.4622 0.0937
C: 1.5362 -0.3888 1.4522
C: 2.4247 -0.1883 2.7123
C: 2.7628 -1.5418 3.2375
O: 3.4491 -2.2832 2.5910
N: 0.5523 0.6845 1.4455
C: -0.8519 0.4545 1.1910
O: -0.9244 0.0419 -0.1635
H: 2.9348 -1.2904 0.0981
H: 1.4810 -0.7309 -0.6552
H: 2.7288 0.4439 -0.2227
H: 0.9757 -1.3144 1.5931
H: 1.9808 0.5269 3.4051
H: 3.3449 0.2907 2.3648
H: 2.4921 -1.8572 4.2560
H: 0.7937 1.5550 0.9646
H: -1.1206 -0.4699 1.7089
H: -1.6413 1.2000 1.2902
H: -0.7616 0.7580 -0.8710
H: 0.9678 3.0503 1.8142
H: -0.4348 3.6745 1.7557
O: 0.4897 3.8504 1.5927
H: 2.3002 3.3964 0.2637
H: 2.2354 3.9898 -1.2254
O: 2.4682 3.2486 -0.6632
H: -0.8323 -1.6742 -0.4639
H: -1.7199 -2.4271 -1.2980
O: -0.9461 -2.6167 -0.7043
H: -4.4435 -1.5686 1.4409
H: -2.8950 -1.3811 1.7759
O: -3.7710 -0.9686 1.7589
H: 4.3429 1.4912 -2.5796
H: 3.6159 0.5218 -1.6038
O: 3.6866 0.7913 -2.5231
H: -3.7739 -2.5933 -2.4857
H: -3.5931 -1.1164 -2.3291
O: -3.2944 -1.9543 -1.9474
H: 0.2936 2.4146 -1.7548
H: -1.0186 1.8169 -2.4995
O: -0.5761 2.0206 -1.6881
H: -3.1093 0.9186 -1.0899
H: -4.1784 1.8614 -0.5447
O: -3.7097 1.6274 -1.3432
H: 0.7030 -3.0558 -3.4389
H: -0.1605 -2.5481 -2.2552
O: 0.2664 -2.2694 -3.0962
H: 1.8938 0.4999 -4.0888
H: 1.2429 0.4222 -2.7262
O: 1.2226 0.9228 -3.5449
H: -1.2974 -1.2492 -3.5764
H: -0.5335 -0.0359 -3.8363
O: -1.4546 -0.2915 -3.6690
H: -1.4889 -2.8628 0.9524
H: -2.1247 -3.1475 2.4720
O: -1.5326 -2.6536 1.9045
H: -1.0986 1.0381 3.4852
H: -1.5381 0.6898 4.9216
O: -1.3937 1.4157 4.3133

The computed Mulliken charges, all in e, follow: number 1, C, carries -0.995; number 2, C, carries 0.041; number 3, C, carries -0.628; number 4, C, carries -0.228; number 5, O, carries -0.394; number 6, N, carries 1.299; number 7, C, carries -2.188; number 8, O, carries 0.592; number 9, H, carries 0.606; number 10, H, carries 0.067; number 11, H, carries 0.084; number 12, H, carries 0.430; number 13, H, carries 0.485; number 14, H, carries 0.334; number 15, H, carries 0.392; number 16, H, carries -0.237; number 17, H, carries 1.256; number 18, H, carries 0.365; number 19, H, carries -0.058; number 20, H, carries 0.400; number 21, H, carries 0.276; number 22, O, carries -0.594; number 23, H, carries 0.254; number 24, H, carries 0.315; number 25, O, carries -0.588; number 26, H, carries 0.376; number 27, H, carries 0.315; number 28, O, carries -1.066; number 29, H, carries 0.295; number 30, H, carries 0.390; number 31, O, carries -0.624; number 32, H, carries 0.291; number 33, H, carries 0.352; number 34, O, carries -0.530; number 35, H, carries 0.267; number 36, H, carries 0.283; number 37, O, carries -0.603; number 38, H, carries 0.232; number 39, H, carries 0.285; number 40, O, carries -0.591; number 41, H, carries 0.237; number 42, H, carries 0.321; number 43, O, carries -0.647; number 44, H, carries 0.264; number 45, H, carries 0.567; number 46, O, carries -0.640; number 47, H, carries 0.264; number 48, H, carries 0.323; number 49, O, carries -0.647; number 50, H, carries 0.354; number 51, H, carries 0.346; number 52, O, carries -0.674; number 53, H, carries 0.496; number 54, H, carries 0.267; number 55, O, carries -0.694; number 56, H, carries 0.242; number 57, H, carries 0.309; number 58, O, carries -0.644


[5]
# C6H13NO4S

A single C6H13NO4S molecule (ωB97M-V/def2-TZVPD, the Open Molecules 2025 dataset).

LUMO = 0.6 eV
gap between HOMO and LUMO = 10.0 eV
energy relative to the best compared isomer or geometry (same formula, charge and spin) = 20.0 kcal/mol
HOMO level = -9.40 eV
multiplicity = 1

Positions of all 25 atoms, in Å:
O: 0.0283 1.0128 -1.9141
O: -0.0707 -1.3477 -0.9953
O: -1.5712 0.9951 1.9951
O: -1.8882 -1.2923 0.7359
N: 0.8784 2.1333 2.2789
S: 0.2235 1.6902 -0.6031
C: 1.5681 2.7722 -1.0603
C: 1.0414 0.4095 0.4423
C: 0.8512 0.6931 1.9353
C: 0.4989 -1.0181 0.2826
C: -0.5177 0.0729 2.3043
C: -0.5973 -1.1589 1.3881
H: -0.0356 -0.5113 -1.5257
H: -2.3659 0.4928 1.8027
H: -1.6980 -1.5829 -0.1908
H: 0.8502 2.2438 3.2990
H: 0.0620 2.5609 1.9114
H: 1.1673 3.5249 -1.7424
H: 2.0321 3.1839 -0.1351
H: 2.3552 2.2278 -1.5622
H: 2.1272 0.4007 0.2799
H: 1.6447 0.1080 2.4790
H: 1.2778 -1.7548 0.4576
H: -0.5415 -0.2527 3.3714
H: -0.4018 -2.0965 1.9340

The computed Mulliken charges, all in e, follow: number 1, O, carries -0.774; number 2, O, carries -0.704; number 3, O, carries -0.532; number 4, O, carries -0.685; number 5, N, carries -0.700; number 6, S, carries 0.588; number 7, C, carries -0.982; number 8, C, carries -0.254; number 9, C, carries -0.464; number 10, C, carries -0.273; number 11, C, carries -0.199; number 12, C, carries 0.172; number 13, H, carries 0.529; number 14, H, carries 0.348; number 15, H, carries 0.361; number 16, H, carries 0.302; number 17, H, carries 0.314; number 18, H, carries 0.358; number 19, H, carries 0.360; number 20, H, carries 0.328; number 21, H, carries 0.531; number 22, H, carries 0.412; number 23, H, carries 0.331; number 24, H, carries 0.352; number 25, H, carries 0.280


[6]
# C3H2NOS2

A gas-phase ion, C3H2NOS2 (charge -1) (ωB97M-V/def2-TZVPD, the Open Molecules 2025 dataset).

LUMO = 3.2 eV
gap between HOMO and LUMO = 6.1 eV
energy relative to the best compared isomer or geometry (same formula, charge and spin) = 54.8 kcal/mol
total charge = -1
SMILES = O=C1N=CS[C@@H]1[S-]
HOMO level = -2.87 eV
multiplicity = 1

Positions of all 9 atoms, in Å:
O: 1.1033 2.0089 0.5521
C: 0.7011 0.8814 0.1776
N: 1.3838 -0.2596 0.0515
C: 0.7058 -1.3694 -0.0592
S: -1.0672 -1.3171 0.1636
C: -0.9517 0.4817 0.0597
S: -1.3310 1.0402 -1.5540
H: 1.1389 -2.2491 -0.1801
H: -1.6830 0.7830 0.7886

The computed Mulliken charges, all in e, follow: number 1, O, carries -0.588; number 2, C, carries 0.388; number 3, N, carries -0.574; number 4, C, carries -0.095; number 5, S, carries -0.128; number 6, C, carries -0.238; number 7, S, carries -0.571; number 8, H, carries 0.501; number 9, H, carries 0.305